{"formula": "C3H5FO", "method": "ωB97M-V/def2-TZVPD", "symbols": ["C", "C", "C", "H", "H", "H", "H", "H", "O", "F"], "positions_angstrom": [[0.67003, -0.11056, 0.31303], [-0.46717, -0.92456, -0.04353], [-0.31457, 1.00224, -0.11125], [1.14322, -0.06055, 1.27935], [-0.11614, -1.68507, -0.71559], [-1.08997, -1.29283, 0.71295], [-0.81378, 1.38822, 0.79171], [0.34156, 1.77166, -0.55678], [-0.97221, 0.00441, -0.94790], [1.61903, -0.09298, -0.72200]], "forces_ev_per_a": [[0.5, 2.8, 0.1], [1.3, -3.5, -2.7], [2.3, 0.7, 0.7], [0.3, -0.3, 0.2], [0.0, -1.6, 0.3], [-1.1, -0.2, 1.2], [-0.7, -0.1, -0.7], [-1.2, 0.0, -0.6], [-1.5, 3.0, 0.8], [0.3, -0.7, 0.7]], "mulliken_charge": [0.08, -0.49, -0.47, 0.43, 0.26, 0.31, 0.27, 0.30, -0.38, -0.31], "total_energy_ev": -7954.5506, "e_above_lowest_kcal_mol": 45.16, "homo_lumo_gap_ha": 0.4164, "e_lumo_ev": 1.052, "homo_energy_ev": -10.28, "fmax_ev_per_a": 4.63, "multiplicity": 1, "charge": 0}


{"formula": "C41H50BaN9OS", "method": "ωB97M-V/def2-TZVPD", "symbols": ["Ba", "C", "C", "C", "C", "C", "C", "C", "C", "C", "C", "H", "H", "H", "H", "H", "H", "H", "H", "H", "H", "H", "H", "H", "H", "H", "C", "C", "N", "N", "C", "O", "C", "C", "C", "C", "C", "C", "C", "C", "C", "C", "C", "N", "H", "H", "H", "H", "H", "H", "H", "H", "H", "H", "H", "H", "S", "C", "N", "N", "C", "C", "C", "C", "C", "C", "N", "N", "C", "C", "C", "C", "C", "C", "H", "H", "H", "H", "H", "H", "H", "H", "H", "H", "H", "C", "C", "C", "C", "N", "N", "H", "H", "H", "H", "H", "H", "H", "H", "H", "H", "H", "H"], "positions_angstrom": [[0.23401, -0.37447, -0.11606], [2.88346, -2.36628, 1.37397], [3.19068, -1.03277, 1.72728], [2.26603, -0.63136, 2.71629], [1.41107, -1.71608, 3.00194], [1.78495, -2.78980, 2.15722], [1.22528, -4.18215, 2.17089], [0.41441, -1.70724, 4.12285], [2.21771, 0.70322, 3.40532], [4.33226, -0.20148, 1.22428], [3.59189, -3.22691, 0.37053], [1.99123, -4.93407, 2.39960], [0.78299, -4.49165, 1.21418], [0.44969, -4.28871, 2.93310], [0.90879, -1.62465, 5.10081], [-0.18991, -2.61742, 4.15885], [-0.28199, -0.86327, 4.07228], [2.05732, 0.59990, 4.48438], [1.41892, 1.36433, 3.04154], [3.15629, 1.25120, 3.27837], [5.05900, 0.02807, 2.01472], [4.03074, 0.76848, 0.81472], [4.89082, -0.71466, 0.43772], [3.60990, -4.27379, 0.69339], [4.63846, -2.92853, 0.24779], [3.13205, -3.20276, -0.62148], [-1.34461, 0.72919, -4.59811], [-1.28401, 0.06462, -3.25606], [-0.21005, -0.38655, -2.73193], [0.98117, -0.29110, -3.41332], [1.95883, -0.89056, -2.72234], [1.86558, -1.44516, -1.60434], [3.30678, -0.85768, -3.38344], [3.45961, -0.59627, -4.74300], [4.72539, -0.56212, -5.30625], [5.84793, -0.77903, -4.51536], [5.69830, -1.04965, -3.16326], [4.42995, -1.10011, -2.60214], [-2.53355, -0.17978, -2.47326], [-3.73556, 0.40405, -2.86112], [-4.89672, 0.09077, -2.17408], [-4.82815, -0.80858, -1.12659], [-3.58408, -1.32405, -0.79101], [-2.46097, -1.02503, -1.43037], [-0.37539, 0.64332, -5.08082], [-1.59048, 1.78950, -4.49209], [-2.11076, 0.27368, -5.22884], [2.57709, -0.41693, -5.34148], [4.83922, -0.36036, -6.36444], [6.83681, -0.74107, -4.95606], [6.56760, -1.22869, -2.54248], [4.28437, -1.33116, -1.55424], [-3.75546, 1.09617, -3.69081], [-5.83899, 0.54201, -2.45970], [-5.70085, -1.10031, -0.56279], [-3.49311, -2.01680, 0.03669], [-1.03945, 2.31036, 0.34579], [-2.19979, 1.97522, 1.57928], [-2.73988, 2.95599, 2.23304], [-3.70025, 2.70607, 3.21920], [-4.92720, 2.11740, 3.04181], [-5.77534, 1.99120, 4.15340], [-7.04708, 1.46619, 4.01959], [-7.52215, 1.05547, 2.78150], [-6.68551, 1.18191, 1.67997], [-5.40378, 1.69129, 1.79351], [-2.61088, 0.63114, 2.06855], [-1.90788, -0.34853, 1.79668], [-2.36894, -1.55000, 2.45551], [-1.92921, -2.75461, 1.93596], [-2.39644, -3.94370, 2.48219], [-3.27010, -3.91215, 3.55774], [-3.69272, -2.69540, 4.08260], [-3.25379, -1.50488, 3.52913], [-3.59791, 3.32741, 4.00065], [-5.41594, 2.30554, 5.12722], [-7.67376, 1.37568, 4.89907], [-8.51888, 0.64828, 2.67540], [-7.04043, 0.88668, 0.70108], [-4.77642, 1.77922, 0.91666], [-1.22367, -2.78649, 1.11520], [-2.05497, -4.88726, 2.07650], [-3.61864, -4.83800, 3.99835], [-4.37140, -2.67549, 4.92599], [-3.58204, -0.54967, 3.91182], [3.39595, 4.22579, -1.39291], [2.77309, 3.40338, -2.51633], [1.94534, 4.31080, -3.42197], [3.86564, 2.71321, -3.33913], [1.81065, 2.44819, -1.93946], [2.31071, 1.59121, -0.91988], [3.97826, 5.04763, -1.81356], [4.06943, 3.62683, -0.77727], [2.61779, 4.64401, -0.75134], [2.57768, 5.06091, -3.90177], [1.16745, 4.81065, -2.84456], [1.46107, 3.72497, -4.20770], [4.56125, 3.44608, -3.75524], [3.42473, 2.15177, -4.16465], [4.45191, 2.01183, -2.73931], [1.46074, 1.83198, -2.66916], [2.42351, 2.12419, -0.06536], [3.20727, 1.17820, -1.17529]], "forces_ev_per_a": [[0.7, -0.6, 1.8], [-0.1, 0.0, -0.1], [-0.4, 0.0, -0.2], [-0.1, 0.2, 0.0], [-0.1, 0.2, -0.3], [-0.1, 0.1, -0.1], [0.0, -0.1, 0.0], [0.0, -0.1, 0.2], [0.1, 0.1, 0.1], [0.2, 0.0, 0.0], [0.1, -0.1, 0.1], [0.0, 0.0, 0.0], [0.0, 0.0, 0.0], [0.0, 0.0, 0.0], [0.0, 0.0, 0.0], [0.0, 0.0, 0.0], [0.0, 0.0, 0.0], [0.0, 0.0, 0.0], [0.0, 0.0, 0.0], [0.0, 0.0, 0.0], [0.0, 0.0, 0.0], [0.0, 0.0, 0.0], [0.0, 0.0, 0.0], [0.0, 0.0, 0.0], [0.0, 0.0, 0.0], [0.0, 0.0, 0.0], [-0.1, 0.1, 0.0], [0.0, -0.1, 0.0], [0.2, -0.2, -0.4], [-0.1, 0.1, -0.1], [-0.1, 0.0, -0.4], [0.5, -0.4, -0.6], [-0.1, 0.0, -0.1], [0.0, 0.0, 0.0], [0.0, 0.0, 0.0], [0.0, 0.0, 0.0], [0.0, 0.0, 0.0], [0.0, 0.0, 0.1], [0.2, 0.0, -0.2], [0.0, 0.0, 0.0], [0.0, 0.0, 0.0], [0.0, 0.0, 0.0], [-0.1, 0.0, 0.0], [0.0, 0.2, -0.1], [0.0, 0.0, 0.0], [0.0, 0.0, 0.0], [0.0, 0.0, 0.0], [0.0, 0.0, 0.0], [0.0, 0.0, 0.0], [0.0, 0.0, 0.0], [0.0, 0.0, 0.0], [0.0, 0.0, 0.0], [0.0, 0.0, 0.0], [0.0, 0.0, 0.0], [-0.1, 0.0, 0.0], [0.0, 0.0, 0.0], [-0.4, 0.0, 0.1], [-0.2, -0.3, 0.7], [-0.1, 0.0, -0.2], [0.4, -0.6, 0.0], [-0.2, 0.2, -0.1], [0.0, 0.0, 0.0], [0.0, 0.0, 0.1], [0.0, 0.0, 0.0], [0.0, 0.0, 0.0], [0.1, 0.0, 0.0], [0.2, 0.6, -0.2], [-0.3, 0.5, 0.2], [-0.2, 0.3, -0.3], [-0.1, -0.2, 0.1], [0.1, 0.0, 0.0], [0.0, -0.1, 0.0], [0.0, 0.1, 0.0], [0.0, -0.2, 0.0], [-0.1, 0.1, -0.1], [0.0, 0.0, 0.0], [0.0, 0.0, 0.0], [0.0, 0.0, 0.0], [0.0, -0.1, -0.1], [0.0, 0.0, 0.0], [0.0, 0.1, 0.0], [0.0, 0.0, 0.0], [0.0, 0.0, 0.0], [0.0, 0.0, 0.0], [0.0, 0.0, 0.0], [0.0, 0.0, 0.0], [0.0, 0.0, 0.0], [0.0, 0.0, 0.0], [0.0, 0.0, 0.0], [0.0, 0.0, 0.1], [-0.1, -0.1, -0.2], [0.0, 0.0, 0.0], [0.0, 0.0, 0.0], [0.0, 0.0, 0.0], [0.0, 0.0, 0.0], [0.0, 0.0, 0.0], [0.0, 0.0, 0.0], [0.0, 0.0, 0.0], [0.0, 0.0, 0.0], [0.0, 0.0, 0.0], [0.0, 0.1, -0.1], [0.0, 0.0, 0.0], [0.0, 0.0, 0.1]], "mulliken_charge": [0.80, 0.26, 1.35, -0.22, 1.64, 0.33, -1.88, -1.79, -1.54, -1.73, -1.45, 0.51, 0.15, 0.35, 0.49, 0.29, 0.17, 0.37, 0.07, 0.42, 0.47, 0.09, 0.31, 0.47, 0.37, 0.02, -1.70, 0.27, 0.44, -0.91, 0.00, -0.54, 0.33, -0.41, -0.58, -0.43, -0.74, 0.04, 0.96, -0.71, -0.53, -0.86, -0.21, 0.00, 0.31, 0.32, 0.46, 0.41, 0.40, 0.38, 0.42, 0.11, 0.33, 0.40, 0.48, 0.53, -0.29, 0.02, -0.86, 0.08, 0.57, -0.48, -0.42, -0.71, -0.52, -0.26, -0.13, 1.04, -0.45, 0.43, -1.02, -0.70, -0.61, -0.43, 0.23, 0.34, 0.36, 0.39, 0.41, 0.47, 0.28, 0.42, 0.38, 0.43, 0.44, -1.98, 1.86, -1.87, -1.52, -0.02, 0.19, 0.50, 0.28, 0.40, 0.44, 0.38, 0.34, 0.54, 0.29, 0.31, -0.05, 0.32, -0.12], "total_energy_ev": -70317.7694, "e_above_lowest_kcal_mol": 34.07, "homo_lumo_gap_ha": 0.1883, "e_lumo_ev": 1.836, "homo_energy_ev": -3.29, "fmax_ev_per_a": 1.98, "multiplicity": 1, "charge": -1}


{"formula": "C8H10O", "method": "ωB97M-V/def2-TZVPD", "symbols": ["C", "C", "C", "C", "C", "C", "C", "C", "H", "H", "H", "H", "H", "H", "H", "H", "H", "H", "O"], "positions_angstrom": [[0.84620, -0.52809, -0.04398], [2.09352, 0.10789, -0.40163], [1.41046, 1.51804, -0.08007], [0.01434, 0.87332, -0.34419], [-1.34166, 0.46086, 0.04058], [-2.62208, 0.94276, 0.29444], [-1.42881, -1.02602, -0.26890], [-0.26060, -1.52100, -0.67790], [0.40824, -1.62382, 1.81282], [2.82606, -0.43672, 0.28838], [2.32630, -0.53922, -1.56732], [1.38740, 1.96493, 0.97024], [1.91631, 2.33102, -0.66020], [0.08991, 0.89288, -1.47206], [-3.40711, -0.00652, 0.32710], [-3.23117, 2.04967, 0.19466], [-2.61192, -1.37259, -0.30965], [-0.14430, -2.63210, -0.97813], [1.02151, -0.69926, 1.28551]], "forces_ev_per_a": [[-5.6, 0.0, -1.8], [2.7, -3.0, -2.4], [1.3, 1.6, 1.2], [2.6, -1.9, -2.4], [-4.2, 0.8, 0.6], [-1.6, -0.1, -1.1], [-2.4, 0.7, -0.6], [1.4, -2.3, 1.3], [2.5, 4.5, -2.9], [-0.2, 1.7, -1.1], [-0.3, 3.4, 2.8], [1.0, -1.4, -0.9], [-1.4, -0.4, -0.1], [-1.0, -0.3, 0.8], [1.7, 3.1, 0.2], [2.5, -3.2, 0.7], [3.8, 0.1, -0.1], [0.1, 2.0, 0.4], [-2.9, -5.4, 5.5]], "mulliken_charge": [0.89, -0.64, -0.81, 0.13, 0.54, -0.76, 0.03, -1.09, 0.42, 0.32, 0.19, 0.24, 0.33, 0.18, 0.15, 0.22, 0.09, 0.23, -0.66], "total_energy_ev": -10496.7731, "e_above_lowest_kcal_mol": 203.63, "homo_lumo_gap_ha": 0.3325, "e_lumo_ev": 0.580, "homo_energy_ev": -8.47, "fmax_ev_per_a": 8.24, "multiplicity": 1, "charge": 0}


{"formula": "C4H17AgNO6", "method": "ωB97M-V/def2-TZVPD", "symbols": ["Ag", "O", "H", "O", "H", "O", "H", "O", "H", "C", "C", "C", "O", "C", "N", "H", "H", "H", "H", "H", "H", "H", "H", "H", "H", "H", "O", "H", "H"], "positions_angstrom": [[-0.78487, 0.72525, 0.89084], [0.39265, 1.42117, 2.82685], [1.21948, 1.51950, 3.33794], [-2.38302, 1.23470, 2.39111], [-3.28341, 0.86553, 2.47791], [0.12640, 2.57302, 0.20960], [0.42920, 2.74448, -0.70334], [-0.67891, -1.07372, 2.21326], [-0.29024, -1.80404, 1.69356], [0.15642, 0.31525, -2.47761], [0.06990, -0.95085, -1.64242], [1.24919, -1.38688, -0.81107], [1.46327, -0.55872, 0.42986], [2.43795, -0.94007, 1.34442], [-1.02743, -0.92115, -0.73113], [-0.78526, 0.68136, -2.88662], [0.84825, 0.16890, -3.30711], [0.67388, 1.10660, -1.93529], [-0.06868, -1.80575, -2.30428], [2.13007, -1.38628, -1.45305], [1.11336, -2.40851, -0.45623], [2.17911, -1.93840, 1.69716], [2.55301, -0.34215, 2.24850], [3.40808, -0.90944, 0.84844], [-0.99006, -1.87077, -0.38918], [-1.83337, -0.93093, -1.33978], [-2.50310, 1.76144, -0.52343], [-2.42455, 2.62625, -0.92612], [-3.39733, 1.48422, -0.72278]], "forces_ev_per_a": [[1.2, -0.1, 3.1], [0.7, 0.3, 0.9], [-0.1, -0.1, -0.6], [-1.6, 0.4, 0.2], [0.6, -0.1, -0.3], [0.1, 0.8, -1.3], [-0.3, -0.3, 0.4], [-0.4, -0.9, -0.6], [0.0, 0.3, 0.1], [1.5, 0.3, 0.0], [0.4, 0.2, -0.1], [2.0, 1.3, 2.4], [-1.0, 0.3, -2.8], [0.3, -1.1, -0.5], [-1.1, -0.8, -1.0], [-0.1, -0.2, 0.3], [0.0, -0.4, -0.4], [-0.6, 0.2, 0.5], [0.2, -0.3, -0.7], [0.5, 0.1, 0.1], [-0.2, -0.3, 0.0], [0.4, -0.5, 0.1], [-1.0, 0.7, -0.4], [0.6, -0.4, -0.1], [-0.6, 0.0, 1.2], [-0.8, 0.5, 0.3], [-0.6, -0.1, -1.1], [0.5, 0.5, 0.2], [-0.5, -0.2, 0.3]], "mulliken_spin": [0.43, 0.14, 0.00, 0.06, 0.00, 0.10, -0.01, 0.26, -0.02, -0.01, 0.00, 0.00, -0.01, 0.01, 0.02, 0.00, 0.00, 0.00, 0.00, 0.00, 0.00, 0.00, 0.01, 0.00, -0.01, 0.00, 0.03, -0.01, -0.01], "total_energy_ev": -22187.9278, "e_above_lowest_kcal_mol": 66.57, "homo_lumo_gap_ha": [0.1427, 0.1234], "e_lumo_ev": [5.279, 5.287], "homo_energy_ev": [1.40, 1.93], "fmax_ev_per_a": 3.35, "multiplicity": 2, "charge": -2}


{"formula": "C3H3NO2", "method": "ωB97M-V/def2-TZVPD", "symbols": ["C", "C", "C", "N", "O", "O", "H", "H", "H"], "positions_angstrom": [[-1.00859, 0.04055, -0.05820], [0.48452, -0.32367, 0.01867], [1.38311, 0.77121, -0.22966], [1.67822, 1.85010, -0.42137], [0.86418, -1.08752, 1.08221], [0.81298, -1.64575, -0.19725], [-1.63357, -0.57656, 0.66848], [-1.41371, -0.18008, -1.08651], [-1.16714, 1.15171, 0.22362]], "forces_ev_per_a": [[-1.0, 0.7, 0.2], [-2.0, -0.2, 0.7], [-0.7, -0.6, -0.7], [1.1, 1.5, -0.2], [0.3, 0.1, 3.1], [0.3, -0.7, -2.5], [1.2, 0.6, -0.9], [0.5, 0.5, 1.0], [0.3, -1.8, -0.7]], "mulliken_charge": [-1.03, 1.14, -0.09, -0.33, -0.30, -0.29, 0.30, 0.30, 0.31], "total_energy_ev": -8740.0524, "e_above_lowest_kcal_mol": 117.12, "homo_lumo_gap_ha": 0.4329, "e_lumo_ev": 0.780, "homo_energy_ev": -11.00, "fmax_ev_per_a": 3.15, "multiplicity": 1, "charge": 0}


{"formula": "C12H8NO3PdS2", "method": "ωB97M-V/def2-TZVPD", "symbols": ["Pd", "O", "C", "O", "C", "C", "C", "C", "C", "C", "S", "H", "H", "H", "H", "O", "N", "C", "C", "C", "C", "C", "S", "H", "H", "H", "H"], "positions_angstrom": [[-0.67586, -2.52340, -1.71975], [2.88521, -3.10587, 0.07931], [2.19984, -2.37407, -0.66785], [1.28649, -2.86869, -1.48763], [2.20429, -0.93060, -0.48947], [3.27188, -0.42135, 0.26652], [3.36463, 0.91793, 0.47701], [2.50716, 1.81693, -0.12240], [1.50285, 1.39684, -0.88310], [1.24686, 0.06954, -1.10868], [-2.76621, 3.38126, -0.31142], [3.93008, -1.28285, 0.62374], [4.21550, 1.30246, 1.06405], [2.60773, 2.91250, 0.16021], [0.93705, 2.16126, -1.28216], [-2.65796, -1.81425, -1.61520], [-2.71365, -0.83944, -0.62972], [-3.51786, -0.77617, 0.38914], [-3.34935, -0.00852, 1.51609], [-2.25820, 0.76186, 1.68641], [-1.31760, 0.76587, 0.66418], [-1.57308, 0.04627, -0.42040], [-0.29747, -0.23108, -1.85922], [-4.44291, -1.22439, 0.13721], [-4.19971, 0.13139, 2.24860], [-1.99908, 1.40733, 2.61127], [-0.39061, 1.32922, 0.67327]], "forces_ev_per_a": [[0.4, 0.1, 0.3], [0.3, 0.0, -0.8], [-2.2, -0.9, 0.6], [1.6, -0.8, 0.0], [-0.6, 1.2, -0.9], [-0.4, -1.9, -0.2], [2.8, -0.1, 1.6], [1.0, 3.0, 1.5], [0.2, 0.2, -0.2], [0.3, -2.6, -0.1], [-0.1, 0.1, 0.1], [-0.6, 1.7, -0.2], [-0.4, -0.1, -0.2], [-0.1, -1.3, -0.7], [-1.7, 1.2, -1.0], [-1.9, 1.7, 1.5], [5.1, 1.5, 0.4], [-2.3, -0.6, -0.7], [-2.4, 0.5, 1.7], [2.3, 1.9, 1.8], [0.2, 0.8, 0.9], [-0.2, -3.7, -4.8], [-0.1, 1.0, 1.3], [-1.0, -1.0, 0.5], [1.0, -0.7, -1.1], [-1.0, -1.2, -1.6], [-0.2, 0.0, 0.2]], "mulliken_spin": [0.73, 0.08, 0.03, 0.07, 0.24, -0.09, 0.21, 0.05, -0.12, 0.33, 0.97, 0.00, 0.04, 0.01, 0.01, 0.02, 0.00, 0.03, -0.03, 0.02, 0.07, 0.10, 0.23, 0.00, 0.00, 0.00, 0.00], "total_energy_ev": -45350.5130, "e_above_lowest_kcal_mol": 70.28, "homo_lumo_gap_ha": [0.1401, 0.2218], "e_lumo_ev": [5.230, 5.228], "homo_energy_ev": [1.42, -0.81], "fmax_ev_per_a": 6.07, "multiplicity": 4, "charge": -2}